1.
DFT (the ωB97M-V functional and the def2-TZVPD basis) results for a 3-piece molecular cluster, C16H36N3O5Si overall at a distorted geometry.

Geometry as XYZ:
```
61
Properties=species:S:1:pos:R:3:nbo_charge:R:1
C -2.63997 -0.54107 -0.81925 -1.141
Si -1.65420 -0.55018 0.87913 1.859
C 0.14950 -1.06209 0.43167 -1.193
C -1.67704 1.32317 1.46353 -1.147
O -2.48627 -1.63528 1.98079 -0.855
C -1.63470 -2.07306 3.09668 -0.099
C -1.56813 -1.04179 4.37004 -0.462
C -0.00662 -0.65082 4.82257 -0.065
C 0.13396 0.85014 5.54628 -0.258
N 1.66568 1.03011 5.49030 -0.561
C 2.13778 0.51111 4.14775 0.851
N 3.26151 0.77177 3.39984 -0.948
N 1.00654 -0.40439 3.69756 -0.647
H -3.72336 -0.11169 -0.71530 0.248
H -1.97658 0.14180 -1.53937 0.235
H -2.60990 -1.62284 -1.32137 0.263
H 0.48781 -2.10603 0.86897 0.261
H 0.23539 -1.15611 -0.74683 0.292
H 0.85341 -0.16900 0.74265 0.224
H -1.40952 1.31910 2.60234 0.196
H -0.77412 1.84114 0.88848 0.234
H -2.71603 1.83243 1.21287 0.274
H -0.53616 -2.35308 2.80728 0.194
H -2.12622 -3.07823 3.51203 0.214
H -2.22933 -0.07149 4.24553 0.240
H -2.01643 -1.60554 5.32188 0.251
H 0.44672 -1.47364 5.55884 0.237
H -0.29229 1.63903 4.76140 0.197
H -0.36875 0.99110 6.60533 0.270
H 1.72450 2.07610 5.30549 0.422
H 4.19728 0.28442 3.53209 0.479
H 3.17163 1.51981 2.65546 0.494
H 0.44182 0.29476 3.13144 0.413
O 2.83371 3.43772 1.49797 -0.633
C 2.41849 3.31407 0.34541 0.821
O 2.48722 2.12068 -0.28230 -0.511
C 1.85571 1.82242 -1.54103 -0.076
C 2.74035 2.23688 -2.70025 -0.638
C 1.91568 4.50680 -0.41440 -0.750
H 0.85572 2.26224 -1.59444 0.180
H 1.71653 0.73627 -1.56798 0.217
H 2.91939 3.31559 -2.70387 0.209
H 2.28238 1.95871 -3.65356 0.231
H 3.72022 1.75430 -2.62503 0.227
H 2.76476 5.03390 -0.85644 0.262
H 1.40068 5.17327 0.28513 0.254
H 1.19152 4.26062 -1.18916 0.228
O 0.65794 -2.34690 -3.08813 -0.602
C -0.10231 -2.38971 -4.05573 0.806
O -1.37402 -1.94948 -3.94672 -0.512
C -2.27437 -1.77104 -5.05564 -0.069
C -2.98329 -3.06880 -5.38945 -0.638
C 0.34133 -3.01732 -5.34493 -0.747
H -1.75793 -1.33809 -5.91709 0.180
H -3.01570 -1.03047 -4.73656 0.202
H -2.27753 -3.84441 -5.69929 0.210
H -3.70662 -2.91687 -6.19543 0.227
H -3.50993 -3.45390 -4.51022 0.223
H 0.20260 -4.09947 -5.28287 0.254
H 1.40363 -2.79673 -5.49193 0.250
H -0.17407 -2.62992 -6.22218 0.221
```

Electronic energy, Eh: -1460.8371
Total charge: +1
Energy above the lowest of the compared OMol25 structures with the same formula, charge and spin, kcal/mol: 117.36
Strongest force on any atom, Eh/bohr: 0.1015


2.
DFT (the ωB97M-V functional and the def2-TZVPD basis) results for a 5-piece molecular cluster, C16H36NO13 overall.

Geometry as XYZ:
```
66
Properties=species:S:1:pos:R:3:nbo_charge:R:1
C -3.57081 -5.31853 0.47774 -0.657
C -4.40007 -4.04179 0.33304 -0.077
O -5.30714 -4.05539 -0.79210 -0.542
C -6.34435 -5.00814 -0.73356 -0.097
C -7.40120 -4.59100 0.31206 -0.254
N -7.55610 -3.08146 0.20636 -0.685
H -3.94115 -6.10786 -0.17769 0.219
H -2.53532 -5.13375 0.20106 0.242
H -3.58018 -5.70625 1.49525 0.227
H -4.96166 -3.82681 1.25353 0.140
H -3.76186 -3.18147 0.14292 0.225
H -5.99308 -6.01859 -0.52081 0.217
H -6.79795 -5.01431 -1.72616 0.213
H -7.12053 -4.81873 1.33558 0.231
H -8.36731 -5.04020 0.10070 0.241
H -6.97251 -2.78240 -0.58965 0.463
H -8.52001 -2.77481 0.08511 0.446
H -7.17376 -2.59706 1.01893 0.445
C -1.27557 -1.79701 -1.67169 -0.263
O -1.18766 -2.06713 -0.25926 -0.518
C 0.07816 -2.22680 0.14214 0.978
O 1.02994 -2.13115 -0.58379 -0.640
O 0.09494 -2.43027 1.45434 -0.497
C 1.41615 -2.54632 2.01580 -0.257
H -2.32198 -1.57910 -1.86504 0.187
H -0.65786 -0.93391 -1.91217 0.220
H -0.93622 -2.65720 -2.24568 0.196
H 1.97895 -1.63204 1.83598 0.198
H 1.94296 -3.38635 1.56776 0.198
H 1.26080 -2.70418 3.07753 0.202
C -1.86092 1.79939 -0.12861 -0.252
O -1.17882 2.97135 -0.57509 -0.500
C -0.83150 2.91839 -1.86660 0.992
O -1.09691 2.01077 -2.61432 -0.654
O -0.15128 4.01232 -2.16668 -0.498
C 0.35774 4.04711 -3.51129 -0.263
H -2.01890 1.93065 0.93719 0.196
H -2.80873 1.67398 -0.65230 0.184
H -1.23129 0.93477 -0.33607 0.188
H -0.46166 3.98946 -4.22539 0.192
H 1.03982 3.21338 -3.66814 0.224
H 0.87765 4.99579 -3.59137 0.194
C 2.41039 4.50923 -0.68085 -0.264
O 3.09501 3.31863 -0.26480 -0.492
C 2.87146 2.24898 -1.01942 0.990
O 2.14276 2.19620 -1.97808 -0.670
O 3.58418 1.23639 -0.52368 -0.503
C 3.44437 0.00446 -1.24891 -0.258
H 2.71087 5.26934 0.03253 0.206
H 2.71368 4.78302 -1.69019 0.184
H 1.33222 4.35361 -0.66084 0.212
H 3.79843 0.12689 -2.27106 0.193
H 2.40236 -0.30311 -1.25516 0.207
H 4.05027 -0.72011 -0.71417 0.196
C 8.36455 4.98395 2.43180 -0.255
O 7.78623 3.72560 2.80372 -0.494
C 6.47836 3.63367 2.57277 0.978
O 5.78630 4.49505 2.09450 -0.648
O 6.06538 2.42804 2.95938 -0.495
C 4.66830 2.18912 2.73378 -0.261
H 9.41729 4.89795 2.67999 0.198
H 8.22950 5.16249 1.36641 0.193
H 7.89867 5.79457 2.98945 0.193
H 4.43730 2.25436 1.67353 0.213
H 4.06980 2.91787 3.27876 0.189
H 4.48945 1.18647 3.11099 0.186
```

Electronic energy, Eh: -1663.8859
Total charge: +1
Strongest force on any atom, Eh/bohr: 0.0099


3.
DFT (the ωB97M-V functional and the def2-TZVPD basis) results for a 3-piece molecular cluster, C16H36NO4S2 overall at a distorted geometry.

Geometry as XYZ:
```
59
Properties=species:S:1:pos:R:3:nbo_charge:R:1
C 1.44317 -0.39813 1.87842 -0.259
O 0.59425 -1.01518 0.94445 -0.541
C 1.21668 -1.26255 -0.30719 -0.055
C 1.96366 -2.58550 -0.29640 -0.420
C 1.12086 -3.78546 -0.81059 -0.402
C 0.64608 -4.64465 0.36032 -0.390
C -0.70719 -5.33120 0.17610 -0.386
C -1.92074 -4.49014 0.56929 -0.425
C -2.48849 -3.67286 -0.59927 -0.645
C -3.34506 -2.47903 -0.08336 -0.535
C -3.03876 -1.29969 -0.95879 0.725
O -3.38007 -1.29403 -2.09531 -0.628
N -2.33931 -0.20536 -0.38847 -0.473
C -1.92924 0.76771 -1.38201 -0.419
C -3.11476 0.42877 0.66701 -0.404
H 2.48470 -0.37587 1.57805 0.191
H 1.38076 -0.93155 2.82564 0.166
H 1.12768 0.62947 2.07796 0.160
H 1.91801 -0.45828 -0.53543 0.153
H 0.42984 -1.24271 -1.05547 0.196
H 2.29162 -2.77798 0.71570 0.201
H 2.84279 -2.48998 -0.93055 0.185
H 0.29509 -3.40391 -1.39812 0.223
H 1.74784 -4.35820 -1.48542 0.180
H 1.38143 -5.44352 0.48446 0.174
H 0.66650 -4.09976 1.29346 0.193
H -0.83233 -5.74093 -0.82206 0.199
H -0.70842 -6.18806 0.85431 0.169
H -1.68543 -3.91033 1.48408 0.127
H -2.68931 -5.21460 0.85891 0.160
H -1.62450 -3.21079 -1.10260 0.112
H -4.40083 -2.68495 -0.26211 0.187
H -3.14533 -2.23037 0.96838 0.154
H -1.03434 1.27612 -1.03471 0.204
H -2.66820 1.56022 -1.53922 0.146
H -1.69959 0.32038 -2.33728 0.221
H -2.43284 0.86170 1.39568 0.190
H -3.70055 -0.30200 1.20101 0.214
H -3.76555 1.21286 0.26983 0.151
C 4.16737 3.48064 1.62501 -0.834
S 3.69782 2.33502 0.32068 1.284
O 4.23686 1.00461 0.69541 -0.983
C 4.80980 3.01022 -0.92340 -0.834
H 3.61621 3.20830 2.52276 0.243
H 5.23891 3.40592 1.81489 0.223
H 3.90299 4.49634 1.32929 0.222
H 5.83832 2.96439 -0.56320 0.224
H 4.52864 4.04122 -1.14082 0.219
H 4.71016 2.40771 -1.82386 0.241
C -0.77010 5.45292 -1.50769 -0.836
S -0.80175 4.86964 0.19422 1.245
O -0.39320 3.44584 0.17982 -0.971
C -2.59053 4.90747 0.37427 -0.835
H 0.26612 5.46389 -1.83994 0.234
H -1.34927 4.77788 -2.13854 0.238
H -1.17884 6.46294 -1.55460 0.220
H -3.04854 4.26648 -0.37979 0.239
H -2.94517 5.93364 0.27004 0.219
H -2.83593 4.53524 1.36676 0.243
```

Electronic energy, Eh: -1783.1426
Total charge: -1
Strongest force on any atom, Eh/bohr: 0.0541


4.
DFT (the ωB97M-V functional and the def2-TZVPD basis) results for C16H36O22Zn as an isolated structure at a distorted geometry.

Geometry as XYZ:
```
75
Properties=species:S:1:pos:R:3:lowdin_charge:R:1
Zn 3.54149 1.43144 -0.90548 0.983
C -3.66944 0.37848 -3.26915 -0.032
C -2.92949 -0.48587 -4.30354 -0.808
O -1.71719 -0.40070 -4.56097 -0.097
O -3.60089 -1.27383 -5.00024 -0.144
H -2.90531 0.95827 -2.75197 0.058
H -4.24392 -0.26987 -2.60818 0.067
H -4.39142 0.99751 -3.80267 0.047
C -1.08817 3.69486 1.94799 -0.024
C 0.07062 4.63519 1.55939 -0.815
O 0.39665 4.73517 0.37562 -0.083
O 0.66895 5.26526 2.44795 -0.122
H -1.12999 3.51823 3.02174 0.058
H -1.27034 2.80532 1.34537 0.053
H -2.01736 4.19763 1.66833 0.057
C -4.39744 -0.70367 2.90972 -0.052
C -5.80813 -0.28675 2.49784 -0.839
O -6.72451 -1.12739 2.67084 -0.156
O -6.05166 0.90836 2.36214 -0.122
H -4.21665 -1.77534 2.84369 0.064
H -4.02778 -0.13392 3.76388 0.049
H -3.63169 -0.22778 2.29098 0.060
C -1.14386 0.03789 4.63399 -0.039
C 0.01046 -0.82204 5.01027 -0.842
O 0.53139 -0.78811 6.12494 -0.142
O 0.57955 -1.56805 4.18922 -0.060
H -0.87618 0.71236 3.82113 0.067
H -1.47575 0.66748 5.46106 0.052
H -1.98621 -0.58960 4.34221 0.042
C 5.46886 2.76660 -4.36108 -0.007
C 4.78065 2.38991 -3.04582 -0.701
O 3.54217 2.19867 -2.94100 -0.047
O 5.41910 2.40693 -1.96666 -0.069
H 5.42409 3.85370 -4.42723 0.073
H 5.10023 2.25082 -5.24642 0.074
H 6.51952 2.49422 -4.25367 0.058
C 2.23046 -3.16604 -0.17926 -0.045
C 1.96211 -3.81084 1.21720 -0.779
O 2.96015 -3.95478 1.95534 -0.139
O 0.78391 -4.06840 1.50485 -0.019
H 3.20629 -2.69141 -0.29116 0.042
H 1.43694 -2.45312 -0.40682 0.038
H 2.10910 -3.95771 -0.92111 0.050
C -2.14007 -3.83701 -0.78820 -0.051
C -2.65184 -5.13419 -0.28905 -0.840
O -2.02610 -5.61982 0.67276 -0.100
O -3.60533 -5.74018 -0.84960 -0.187
H -1.19722 -3.91840 -1.32892 0.065
H -2.02261 -3.13897 0.04184 0.058
H -2.87612 -3.28993 -1.37996 0.054
C -0.21289 0.01110 0.05871 0.067
C 1.17807 0.52059 -0.24925 -0.596
O 2.12397 0.51963 0.58424 -0.042
O 1.55692 0.93111 -1.38674 -0.118
H -0.78470 -0.12288 -0.85931 0.090
H -0.78230 0.59990 0.77594 0.078
H -0.09768 -0.99162 0.47415 0.091
O 2.94691 3.29503 -0.12579 -0.038
H 2.07419 3.70313 -0.03097 0.041
H 3.43069 3.59533 0.64566 0.076
O 2.43768 -1.00776 -3.46220 -0.065
H 1.64755 -1.43514 -3.12290 0.042
H 2.77021 -0.49496 -2.72169 -0.019
O -1.52551 -3.35966 2.90362 -0.074
H -0.94047 -2.59890 2.95375 -0.010
H -2.22516 -3.16505 3.52991 0.001
O 1.27807 4.22428 -2.49018 -0.067
H 2.22572 4.09321 -2.54887 -0.009
H 0.90290 3.37847 -2.74899 -0.010
O 3.84063 -1.13037 2.57868 -0.106
H 3.23011 -0.55368 2.10482 -0.016
H 3.48403 -2.02945 2.53478 -0.003
O 0.10680 1.69310 -3.46694 -0.093
H -0.28829 0.94256 -3.92667 -0.005
H 0.70252 1.31140 -2.80583 -0.027
```

Electronic energy, Eh: -4065.3340
Total charge: -6
Strongest force on any atom, Eh/bohr: 0.0882


5.
DFT (the ωB97M-V functional and the def2-TZVPD basis) results for C16H37Cl2N2O2PdSi3 as an isolated structure at a distorted geometry.

Geometry as XYZ:
```
63
Properties=species:S:1:pos:R:3:nbo_charge:R:1
Pd -0.57690 0.16040 -0.00090 0.678
C 3.01980 -0.62640 -0.12580 -0.237
O 1.88840 0.21330 -0.03380 -0.922
Si 1.98220 1.87620 -0.04920 1.939
C 2.91110 2.44900 -1.60710 -1.147
C 2.97270 2.51690 1.44180 -1.148
C 0.11980 2.19020 0.00930 -1.320
Si -0.68100 2.23350 1.73980 1.569
C -2.59940 2.33650 1.76450 -1.085
C -0.12170 3.85530 2.58070 -1.085
C -0.19120 0.69990 2.84180 -1.075
Si -0.75850 2.30720 -1.67620 1.573
C -2.65770 2.55460 -1.55840 -1.087
C -0.41140 0.77670 -2.83710 -1.076
C -0.14620 3.89250 -2.55090 -1.088
H 3.73340 -0.38270 0.66300 0.184
H 3.50120 -0.50270 -1.09910 0.184
H 2.69140 -1.65830 -0.00930 0.199
H 3.95740 2.16550 -1.53160 0.253
H 2.88500 3.52680 -1.70510 0.255
H 2.52320 2.01970 -2.52470 0.241
H 4.02130 2.25650 1.33310 0.252
H 2.63450 2.11860 2.39200 0.242
H 2.92440 3.59680 1.49900 0.254
H -2.93410 3.23620 1.26280 0.243
H -2.95110 2.39580 2.78970 0.250
H -3.09220 1.48800 1.30100 0.213
H -0.30250 4.69140 1.91460 0.241
H 0.92780 3.86500 2.84120 0.239
H -0.68830 4.02970 3.48740 0.247
H -0.48790 -0.27400 2.41310 0.228
H -0.66390 0.77520 3.81790 0.262
H 0.88350 0.67110 2.99640 0.240
H -3.17910 1.76870 -1.02310 0.216
H -3.08570 2.61890 -2.55250 0.248
H -2.86830 3.49540 -1.06190 0.242
H -0.73170 -0.19720 -2.42630 0.229
H 0.65140 0.70270 -3.05100 0.240
H -0.92870 0.90900 -3.78400 0.263
H -0.15360 4.72470 -1.85640 0.240
H -0.80480 4.14700 -3.37280 0.247
H 0.85510 3.80640 -2.94960 0.239
Cl -2.79330 -0.94720 -0.08190 -0.039
C -4.53380 -0.56490 -0.05940 -0.390
Cl -5.47410 -2.06570 -0.01520 0.010
H -4.78110 -0.02020 -0.96910 0.237
H -4.75700 0.00890 0.83950 0.236
N -0.05630 -2.00740 -0.00240 -0.564
C -0.24480 -3.14840 0.04930 0.578
N -0.37320 -4.43310 0.08650 -0.459
C -0.41430 -5.13010 1.36780 -0.237
C 0.09400 -6.56230 1.16840 -0.079
O -0.62670 -7.22010 0.15760 -0.502
C -0.46900 -6.56800 -1.07670 -0.079
C -1.01430 -5.13680 -1.01950 -0.237
H -1.44760 -5.16550 1.73590 0.206
H 0.21600 -4.60360 2.08630 0.227
H -0.05520 -7.13590 2.08190 0.217
H 1.16760 -6.54320 0.92200 0.174
H -1.02940 -7.14660 -1.80950 0.217
H 0.59410 -6.54760 -1.36520 0.175
H -2.09890 -5.17320 -0.85510 0.206
H -0.79980 -4.61460 -1.95320 0.227
```

Electronic energy, Eh: -2808.3978
Total charge: +1
Energy above the lowest of the compared OMol25 structures with the same formula, charge and spin, kcal/mol: 25.25
Strongest force on any atom, Eh/bohr: 0.0535


6.
DFT (the ωB97M-V functional and the def2-TZVPD basis) results for a 3-piece molecular cluster, C16H37N4O10P2 overall at a distorted geometry.

Geometry as XYZ:
```
69
Properties=species:S:1:pos:R:3:nbo_charge:R:1
C -1.19328 -3.09751 2.00428 -0.287
O 0.22128 -2.95865 2.45980 -0.543
C 0.84242 -1.91880 1.62105 -0.073
C 1.53980 -2.61434 0.27781 -0.435
C 1.39259 -1.45802 -0.92069 -0.419
C -0.14136 -1.42923 -1.56891 -0.440
C -0.46445 0.03667 -2.24552 -0.434
C -1.51173 0.96418 -1.39258 -0.264
N -0.95220 1.57555 -0.12837 -0.170
N -1.60044 1.68240 1.09257 -0.159
N -0.83858 2.33991 2.08284 0.082
N 0.42542 2.76192 1.63161 -0.132
C 0.35273 2.27165 0.18804 0.409
C 1.58701 2.53927 -0.86125 -0.579
C 0.94549 3.48982 -2.07839 0.391
O 1.72480 4.23169 -2.86919 -0.479
H -1.69411 -3.85684 2.76282 0.248
H -1.73365 -2.05320 2.16992 0.152
H -1.28389 -3.47704 0.89376 0.184
H 1.66806 -1.28093 2.15718 0.208
H 0.02751 -1.17776 1.22229 0.133
H 2.70450 -2.79117 0.44478 0.235
H 0.98210 -3.60505 -0.05431 0.228
H 1.56053 -0.42278 -0.38263 0.169
H 2.20400 -1.65018 -1.75967 0.237
H -0.12299 -2.21629 -2.45712 0.242
H -0.96285 -1.78151 -0.80456 0.222
H 0.55267 0.54753 -2.51605 0.230
H -1.00068 -0.19678 -3.28644 0.264
H -2.39532 0.24047 -1.04675 0.256
H -2.04320 1.77667 -2.08111 0.265
H -2.57870 1.32523 1.24998 0.472
H 2.41377 3.19397 -0.30192 0.317
H 2.05682 1.53790 -1.27326 0.303
H -0.24291 3.51769 -2.18635 0.160
C -2.40789 -9.22212 -0.13707 -0.285
O -2.75115 -8.60960 1.09298 -0.652
P -3.20672 -6.94970 0.91986 2.230
O -3.00826 -6.76077 2.42807 -0.930
O -4.76391 -7.42305 0.61479 -0.808
C -5.36011 -8.43333 1.41496 -0.252
O -3.66235 -5.28975 0.74670 -0.769
C -4.78336 -4.80730 1.46825 -0.240
H -2.16352 -10.27086 0.04829 0.208
H -3.24702 -9.17030 -0.83566 0.176
H -1.53670 -8.72136 -0.56770 0.172
H -4.88597 -8.52718 2.39306 0.206
H -5.31133 -9.39390 0.88542 0.182
H -6.41470 -8.18304 1.56507 0.194
H -4.77805 -5.13902 2.50877 0.203
H -5.70819 -5.12499 0.97985 0.190
H -4.75106 -3.71448 1.45647 0.177
C 2.32972 7.20018 -2.68711 -0.284
O 2.43280 7.93641 -1.48157 -0.657
P 3.21090 7.05436 -0.21298 2.203
O 2.64986 8.05900 0.79980 -0.917
O 4.68014 7.57939 -0.76763 -0.806
C 4.84477 8.93986 -1.13967 -0.252
O 3.98909 6.17227 1.05563 -0.759
C 4.94149 6.83681 1.86888 -0.242
H 1.85867 7.83060 -3.44515 0.202
H 3.32138 6.90267 -3.03775 0.177
H 1.71294 6.31219 -2.52510 0.178
H 4.11510 9.59580 -0.66258 0.205
H 4.76784 9.03119 -2.23110 0.180
H 5.84676 9.26434 -0.84290 0.195
H 4.59521 7.82208 2.18839 0.202
H 5.89049 6.92979 1.33455 0.186
H 5.11198 6.22740 2.76050 0.194
```

Electronic energy, Eh: -2285.1527
Total charge: +1
Strongest force on any atom, Eh/bohr: 0.1954